No. 1
76
Properties=species:S:1:pos:R:3:mulliken_charge:R:1 method="wB97M-V/def2-TZVPD" homo_lumo_gap_ev=6.857 charge=-1 max_force_ha_per_bohr=0.00199 relative_energy_kcal_mol=0.4 mol_weight_g_mol=676.549 energy_ev=-53852.4219 homo_energy_ev=-4.1 multiplicity=1
Ag 0.2018 0.0323 1.6518 0.527
C 5.6611 2.8201 -2.3618 -1.517
C 4.7742 1.9344 -1.5282 0.607
C 5.2914 0.9318 -0.7103 -1.204
C 4.4820 0.1480 0.0846 -0.131
C 3.0700 0.2880 0.1258 0.149
N 2.2782 -0.4610 0.9371 -0.241
C 2.7641 -1.6741 1.3845 0.695
C 3.2583 -2.6695 0.5182 -0.089
C 3.6595 -3.9053 0.9795 -0.776
C 3.5941 -4.2419 2.3341 0.758
C 3.9944 -5.6098 2.8188 -1.475
C 3.1215 -3.2734 3.2024 -0.229
C 2.7323 -2.0219 2.7425 -0.885
N 2.2972 -1.0500 3.6935 1.020
C 3.0577 -0.1285 4.3161 -0.234
C 2.2092 0.6724 5.0450 -0.843
C 0.9289 0.1598 4.7740 -0.126
N 0.9878 -0.8820 3.9550 -1.123
C 2.5668 1.3087 -0.7180 -0.505
C 3.3986 2.0986 -1.4992 -0.130
N 1.1645 1.5520 -0.8532 1.257
C 0.4476 1.4347 -1.9927 -0.507
C -0.8099 1.9321 -1.7429 -0.587
C -0.7566 2.3335 -0.3969 -0.497
N 0.4382 2.1105 0.1344 -1.337
H 6.4903 2.2573 -2.7957 0.369
H 6.0939 3.6336 -1.7724 0.270
H 5.1028 3.2742 -3.1820 0.356
H 6.3645 0.7647 -0.6857 0.344
H 4.9383 -0.6070 0.7116 0.420
H 3.3042 -2.4423 -0.5400 0.511
H 4.0224 -4.6413 0.2685 0.369
H 4.9412 -5.9273 2.3774 0.357
H 3.2448 -6.3613 2.5577 0.278
H 4.1090 -5.6232 3.9032 0.351
H 3.0502 -3.4727 4.2662 0.337
H 4.1254 -0.1123 4.1767 0.425
H 2.4724 1.5153 5.6596 0.405
H -0.0343 0.5128 5.1057 0.460
H 2.9307 2.8664 -2.1074 0.393
H 0.8913 1.0084 -2.8770 0.570
H -1.6452 1.9768 -2.4214 0.522
H -1.5372 2.7496 0.2212 0.601
C -2.0904 -0.8162 -5.0767 -1.679
C -2.9928 -0.0428 -4.1483 1.339
C -3.6944 1.0547 -4.6470 -0.968
C -4.4994 1.8040 -3.8071 -1.010
C -4.6234 1.4723 -2.4679 -0.829
C -3.9389 0.3691 -1.9546 0.090
N -3.9700 -0.0006 -0.6156 -0.214
C -4.6562 0.6511 0.4095 -0.142
C -6.0056 0.9946 0.2824 -0.244
C -6.6816 1.6079 1.3223 -0.552
C -6.0299 1.8884 2.5163 -0.623
C -4.6967 1.5383 2.6523 -0.505
C -3.9973 0.9149 1.6257 0.352
C -2.5397 0.5665 1.8604 0.665
O -1.9116 1.1988 2.7231 -0.721
O -2.0401 -0.3578 1.1411 -0.959
C -3.1136 -0.3961 -2.8060 1.137
C -2.3366 -1.5368 -2.2088 -1.764
H -2.1034 -0.3748 -6.0731 0.391
H -2.4011 -1.8594 -5.1676 0.353
H -1.0575 -0.8176 -4.7223 0.306
H -3.5933 1.3240 -5.6917 0.306
H -5.0264 2.6695 -4.1907 0.365
H -5.2185 2.0930 -1.8144 0.577
H -3.0983 -0.3908 -0.2452 0.553
H -6.5263 0.7498 -0.6339 0.604
H -7.7289 1.8585 1.2000 0.369
H -6.5559 2.3709 3.3303 0.393
H -4.1495 1.7512 3.5614 0.422
H -2.9865 -2.1790 -1.6102 0.420
H -1.5554 -1.1676 -1.5353 0.194
H -1.8587 -2.1495 -2.9689 0.460

=====

No. 2
116
Properties=species:S:1:pos:R:3:mulliken_charge:R:1 method="wB97M-V/def2-TZVPD" homo_lumo_gap_ev=5.024 charge=-1 max_force_ha_per_bohr=0.15108 mol_weight_g_mol=3847.557 energy_ev=-2991893.5520 homo_energy_ev=-4.4 multiplicity=1
C 0.1535 -0.5709 0.8530 -0.078
C 1.0794 0.4445 -0.0404 0.802
C 1.9864 1.5034 0.8757 -0.735
N 3.4748 1.2548 0.7921 -0.060
C 4.1308 1.9197 -0.3925 -0.179
N 3.1899 2.4816 -1.4322 -0.350
C 5.1700 0.7790 -1.0377 -0.411
C 4.4435 -0.6854 -1.1834 -0.245
C 5.4391 -1.8557 -1.8404 0.009
P 4.3355 -3.4608 -1.8787 0.533
O 2.8653 -3.0757 -1.3414 -0.524
O 4.3391 -4.0054 -3.5323 -0.359
C 3.1691 -4.8366 -3.8550 -0.154
C 3.3661 -6.3938 -3.3066 -0.613
O 4.9837 -4.5991 -0.7279 -0.424
C 4.4491 -4.2653 0.6315 0.999
C 5.5691 -4.7727 1.7608 -0.986
C 5.1302 3.1721 0.0787 0.077
O 6.1461 2.9683 0.9555 -0.668
O 5.0135 4.5565 -0.4516 -0.763
H 0.0961 -0.2714 1.9868 0.268
H 0.4865 -1.7147 0.7751 -0.278
H -0.9331 -0.5474 0.3605 -0.134
H 0.3967 1.1269 -0.7346 -0.094
H 1.7271 -0.2095 -0.7635 -0.320
H 1.6665 2.6317 0.7138 0.110
H 1.6756 1.2584 2.0023 0.372
H 3.9704 1.4416 1.6936 0.358
H 3.6656 3.0867 -2.1365 0.376
H 2.8121 1.6682 -1.9926 0.289
H 6.0739 0.6263 -0.2746 0.178
H 5.5630 1.1733 -2.0882 0.129
H 4.1242 -1.1330 -0.1248 0.042
H 3.5371 -0.5876 -1.9200 0.076
H 5.7254 -1.5322 -2.9281 0.282
H 6.3684 -1.9675 -1.1247 0.077
H 2.1427 -4.4165 -3.4614 0.205
H 3.0694 -4.8628 -5.0410 0.271
H 3.8306 -6.4138 -2.2312 0.146
H 2.3136 -6.9115 -3.3033 0.166
H 4.1141 -6.9195 -4.0510 0.304
H 3.3847 -4.7218 0.8032 0.003
H 4.3559 -3.0980 0.8008 -0.415
H 6.0002 -5.8469 1.5003 0.315
H 5.0662 -4.8848 2.8275 0.214
H 6.4565 -3.9784 1.7816 0.227
C -4.3324 -0.0497 -0.0340 -0.463
Br -6.1030 0.7243 -0.2576 -0.066
Br -2.9877 0.9106 -1.0607 0.237
Br -3.8398 -0.2002 1.8419 0.022
H -4.3751 -1.0673 -0.4360 0.393
C -6.8733 3.5969 3.2156 0.420
Br -5.5717 3.7060 1.7741 0.113
Br -8.6993 3.6821 2.5501 -0.002
Br -6.5834 2.0333 4.3360 0.107
H -6.7228 4.4769 3.8496 -0.471
C -5.3021 -1.5967 5.2434 0.209
Br -5.6167 -0.1716 6.5296 -0.064
Br -3.5225 -2.3600 5.4297 0.002
Br -6.6867 -2.9609 5.3214 -0.019
H -5.3537 -1.1454 4.2471 -0.219
C -2.7505 -0.0592 -5.2139 -0.346
Br -4.1048 1.3052 -4.9163 -0.093
Br -0.9503 0.6623 -5.0614 -0.007
Br -3.0120 -1.6027 -4.0593 -0.017
H -2.8690 -0.4076 -6.2452 0.379
C -8.9111 -0.6350 -3.0098 -0.311
Br -10.0857 0.6608 -3.8616 -0.043
Br -9.5374 -2.4587 -3.2675 -0.028
Br -7.0625 -0.4178 -3.5752 0.111
H -8.9419 -0.4355 -1.9336 0.286
C 9.3556 0.7426 -1.2283 -0.349
Br 8.8927 2.1953 -0.0201 0.030
Br 9.5256 -0.9530 -0.2900 -0.052
Br 8.1165 0.6217 -2.7231 0.020
H 10.3399 0.9764 -1.6470 0.335
C -5.4736 6.0653 6.4359 -0.388
Br -4.1720 6.1743 4.9944 0.007
Br -7.2996 6.1504 5.7704 -0.012
Br -5.1836 4.5016 7.5563 -0.011
H -5.3231 6.9452 7.0699 0.377
C 11.1973 -3.4807 -3.3339 -0.383
Br 12.1002 -4.2608 -1.7975 -0.016
Br 9.2843 -3.8325 -3.3049 0.057
Br 11.5817 -1.5821 -3.5123 0.002
H 11.5995 -3.9735 -4.2252 0.338
C 3.4894 -2.2513 4.3890 -0.361
Br 2.6378 -1.0364 5.6472 -0.077
Br 2.2343 -3.5594 3.6835 -0.049
Br 4.4113 -1.2934 2.9689 0.078
H 4.2507 -2.8069 4.9465 0.408
C -6.9546 -5.5423 -2.8995 -0.329
Br -5.3149 -6.5142 -3.2879 -0.017
Br -8.4905 -6.7305 -2.7845 -0.030
Br -6.7787 -4.4309 -1.3126 0.048
H -7.1343 -4.8683 -3.7435 0.317
C -2.3283 4.7999 -2.5354 -0.217
Br -2.9684 5.9221 -1.0811 0.027
Br -2.3590 5.7366 -4.2401 -0.032
Br -0.5745 4.0500 -2.1530 0.046
H -3.0241 3.9587 -2.6202 0.118
C -4.5087 9.1365 1.8002 -0.322
Br -5.6832 10.4324 0.9485 -0.039
Br -5.1349 7.3129 1.5426 0.067
Br -2.6601 9.3538 1.2348 -0.048
H -4.5394 9.3361 2.8765 0.334
C -10.2978 8.5096 4.1410 -0.332
Br -11.4723 9.8055 3.2892 -0.061
Br -10.9240 6.6859 3.8833 -0.021
Br -8.4492 8.7269 3.5756 0.035
H -10.3285 8.7091 5.2172 0.362
C 0.7189 -5.8651 -0.5623 0.741
Br 0.0287 -4.3728 0.4774 0.063
Br 0.8793 -7.4810 0.5089 -0.044
Br -0.3245 -6.1670 -2.1761 -0.126
H 1.7300 -5.5916 -0.8818 -0.660

=====

No. 3
71
Properties=species:S:1:pos:R:3:mulliken_charge:R:1 method="wB97M-V/def2-TZVPD" homo_lumo_gap_ev="8.241 / 9.288" charge=0 max_force_ha_per_bohr=0.02951 relative_energy_kcal_mol=24.6 mol_weight_g_mol=432.367 energy_ev=-39394.4387 homo_energy_ev="-8.2 / -9.2" multiplicity=3
C 1.2412 -7.4872 -0.1556 -0.655
O 1.5983 -6.1168 0.0304 -0.445
B 2.8861 -5.7437 0.2325 0.895
O 3.1705 -4.6534 1.0264 -0.565
O 3.9453 -6.3500 -0.4688 -0.330
C 4.8816 -7.0767 0.1516 0.560
O 6.0382 -6.7914 0.1987 -0.487
O 4.3515 -8.2272 0.6497 -0.417
H 0.1777 -7.5238 -0.3919 0.239
H 1.4188 -8.0544 0.7606 0.292
H 1.8089 -7.9414 -0.9721 0.304
H 2.9766 -4.8081 1.9590 0.303
H 4.7016 -8.3741 1.5400 0.334
C 3.0601 -1.6753 -3.4364 -1.886
C 2.3256 -1.8485 -2.0914 1.955
C 1.3087 -2.9878 -2.1850 -1.048
C 0.0773 -2.6391 -3.0207 -0.758
C -0.5673 -1.3423 -2.5311 -1.323
C 0.4142 -0.1722 -2.4444 2.064
N 1.6343 -0.5843 -1.6820 0.506
O 1.4318 -0.5386 -0.4059 -0.635
C 0.7727 0.3255 -3.8536 -1.885
C -0.2349 1.0014 -1.7259 -2.289
C 3.3811 -2.1908 -1.0505 -1.969
H 3.9107 -2.3545 -3.4763 0.510
H 2.4408 -1.9023 -4.3019 0.312
H 3.4462 -0.6619 -3.5444 0.338
H 0.9857 -3.2592 -1.1749 0.356
H 1.8105 -3.8658 -2.5994 0.350
H 0.3390 -2.5583 -4.0792 0.357
H -0.6478 -3.4519 -2.9500 0.380
H -1.3914 -1.0565 -3.1884 0.442
H -1.0002 -1.5155 -1.5408 0.377
H 1.5722 1.0658 -3.8081 0.371
H -0.1011 0.8030 -4.2966 0.444
H 1.0758 -0.4635 -4.5351 0.360
H -0.6234 0.7184 -0.7506 0.390
H -1.0704 1.3714 -2.3211 0.452
H 0.4739 1.8190 -1.5885 0.530
H 4.1047 -1.3815 -0.9403 0.485
H 3.9180 -3.0847 -1.3698 0.428
H 2.9465 -2.3976 -0.0792 0.330
C -3.2209 2.3084 2.8051 -1.951
C -3.0294 3.2469 1.5962 1.936
C -1.5589 3.2836 1.1818 -0.884
C -0.6698 4.0585 2.1535 -0.748
C -1.2246 5.4611 2.4029 -1.284
C -2.6899 5.4660 2.8421 1.652
N -3.5041 4.6336 1.9011 0.479
O -3.7989 5.2850 0.8242 -0.608
C -2.8156 4.9631 4.2887 -1.719
C -3.2334 6.8884 2.8295 -1.836
C -3.8715 2.6765 0.4626 -1.919
H -3.3532 1.2852 2.4559 0.508
H -2.3698 2.2965 3.4826 0.318
H -4.1113 2.5780 3.3730 0.356
H -1.4783 3.7417 0.1907 0.396
H -1.1960 2.2584 1.0817 0.176
H -0.5646 3.5158 3.0966 0.341
H 0.3356 4.1360 1.7366 0.411
H -0.6321 5.9733 3.1642 0.417
H -1.1292 6.0471 1.4836 0.383
H -3.8636 4.8340 4.5612 0.363
H -2.3831 5.7027 4.9622 0.453
H -2.2955 4.0286 4.4767 0.299
H -3.0922 7.3704 1.8656 0.373
H -2.7049 7.4734 3.5824 0.422
H -4.2977 6.9023 3.0664 0.444
H -4.9301 2.6721 0.7262 0.453
H -3.5563 1.6496 0.2772 0.432
H -3.7503 3.2396 -0.4595 0.367

=====

No. 4
93
Properties=species:S:1:pos:R:3:mulliken_charge:R:1 method="wB97M-V/def2-TZVPD" homo_lumo_gap_ev=5.510 charge=0 max_force_ha_per_bohr=0.12461 relative_energy_kcal_mol=73.7 mol_weight_g_mol=705.423 energy_ev=-55267.7656 homo_energy_ev=-7.6 multiplicity=1
Sr 0.4201 0.8461 -1.4405 1.729
C 2.4416 0.3415 5.3887 -1.670
C 1.9560 -0.6658 4.3356 2.015
C 2.8064 -1.9439 4.4108 -1.793
C 0.5058 -1.0502 4.6480 -2.130
C 2.0819 -0.0370 2.9560 -0.557
C 1.0171 0.4576 2.2812 -1.066
C 1.1782 1.1153 1.0271 0.717
N 0.1638 1.8118 0.5165 -1.662
C -1.0435 1.2302 0.6013 0.266
C -2.2080 2.0022 0.8010 -1.410
C -3.4346 1.4120 0.8443 -0.448
C -3.4986 0.0225 0.5585 -0.658
C -2.4338 -0.7716 0.2310 0.218
C -1.1093 -0.2004 0.2686 1.723
O -0.0535 -0.7858 -0.0943 -1.193
C -2.7104 -2.2699 0.0108 1.960
C -1.5028 -3.0967 -0.4452 -1.977
C -3.2155 -2.8668 1.3352 -1.548
C -3.7956 -2.4231 -1.0690 -1.591
C -4.7027 2.1430 1.2611 1.887
C -4.4370 3.6137 1.5849 -2.114
C -5.2605 1.4685 2.5268 -1.592
C -5.7424 2.0598 0.1353 -1.608
C 2.4576 1.1007 0.3502 2.150
O 2.4737 1.3958 -0.8837 -1.074
C 3.5915 0.6410 1.1133 -0.753
C 3.3667 0.1079 2.3514 0.570
C 4.9989 0.6685 0.5157 2.500
C 6.0796 0.4136 1.5718 -2.263
C 5.3145 2.0399 -0.1113 -1.773
C 5.0737 -0.4656 -0.5246 -1.622
H 2.3914 -0.0981 6.3870 0.452
H 1.8154 1.2351 5.3721 0.334
H 3.4721 0.6461 5.1965 0.341
H 2.5966 -2.4724 5.3415 0.487
H 3.8750 -1.7275 4.3874 0.359
H 2.5715 -2.6077 3.5767 0.370
H 0.4656 -1.5974 5.5904 0.470
H 0.0959 -1.6901 3.8638 0.458
H -0.1321 -0.1711 4.7530 0.346
H 0.0216 0.4666 2.7023 0.445
H -2.0607 3.0480 1.0324 0.681
H -4.4723 -0.4474 0.6104 0.342
H -0.7064 -3.0951 0.2959 0.249
H -1.0949 -2.7239 -1.3829 0.356
H -1.8236 -4.1310 -0.5909 0.543
H -2.4714 -2.7280 2.1227 0.231
H -3.3987 -3.9372 1.2217 0.474
H -4.1449 -2.3956 1.6596 0.268
H -3.4740 -1.9476 -1.9958 0.176
H -4.7412 -1.9722 -0.7652 0.280
H -3.9776 -3.4825 -1.2598 0.488
H -3.7261 3.7064 2.4078 0.381
H -5.3660 4.0976 1.8886 0.440
H -4.0466 4.1473 0.7167 0.390
H -4.5012 1.4497 3.3109 0.330
H -5.5694 0.4418 2.3274 0.331
H -6.1283 2.0161 2.8989 0.469
H -5.3697 2.5495 -0.7658 0.374
H -6.6699 2.5490 0.4391 0.450
H -5.9752 1.0238 -0.1145 0.291
H 4.2211 -0.2228 2.9252 0.479
H 5.9764 1.1044 2.4114 0.456
H 7.0605 0.5717 1.1218 0.457
H 6.0535 -0.6104 1.9485 0.384
H 5.5124 2.7680 0.6783 0.455
H 4.4987 2.4184 -0.7172 0.280
H 6.2025 1.9640 -0.7407 0.425
H 5.0295 -1.4288 -0.0123 0.355
H 6.0100 -0.4141 -1.0830 0.413
H 4.2432 -0.4253 -1.2234 0.407
N 0.6896 1.4023 -4.9290 -0.772
C 0.7380 1.5809 -3.7811 -0.305
N -1.0936 -0.1261 -6.2547 -0.234
C -2.2940 -0.5860 -5.8905 0.616
N -3.0823 -1.1376 -6.8374 -0.378
N -2.7720 -0.5679 -4.6696 -0.735
C -2.1583 -0.1199 -3.6209 0.436
N -1.7406 0.2764 -2.6108 -0.473
H -0.8408 -0.1237 -7.2266 0.210
H -0.5705 0.5082 -5.6398 0.252
H -2.8032 -1.1778 -7.7980 0.179
H -3.9714 -1.5083 -6.5600 0.233
N 3.9520 0.9470 -3.4375 -0.599
N 3.2055 -0.0785 -3.9417 1.286
N 3.2564 -0.4162 -5.1977 -1.000
C 2.4165 -1.4458 -5.2262 -0.088
N 1.9024 -1.7130 -4.0270 -0.751
N 2.4129 -0.8250 -3.2048 0.210
H 3.9426 1.7170 -4.0919 0.347
H 3.5744 1.2084 -2.5315 0.147
H 2.1946 -2.0063 -6.1162 0.472

=====

- What is the charge in the third record?
  0